The following is a quantum chemistry calculation of C18H20B2F4N3O2S2W as an isolated structure in a non-equilibrium geometry, from OMol25.

ORCA input file:
```
! RIJCOSX wB97M-V def2-TZVPD def2/J DEFGRID3
* xyz 1 1
W 0.00 -0.30 -0.05
C -3.11 4.09 -1.47
S -2.00 4.20 -0.04
C -1.21 2.68 0.01
S -1.52 1.33 -1.09
N -0.33 2.51 0.97
N 0.30 1.37 0.86
C 0.97 0.63 1.79
C 2.20 -0.01 1.32
C 3.29 -0.34 2.12
C 4.36 -1.01 1.55
C 4.29 -1.39 0.21
C 3.18 -1.02 -0.53
N 2.17 -0.33 -0.01
H -3.97 4.69 -1.21
H -3.40 3.06 -1.66
H -2.62 4.52 -2.34
H 0.87 0.89 2.85
H 3.28 -0.06 3.16
H 5.23 -1.25 2.15
H 5.08 -1.96 -0.25
H 3.09 -1.26 -1.58
C -7.59 -5.38 0.57
C -6.77 -4.52 1.54
C -6.27 -5.44 2.67
C -7.69 -3.44 2.11
C -5.57 -3.86 0.88
C -5.32 -3.99 -0.50
C -4.24 -3.41 -1.13
C -3.38 -2.68 -0.34
O -2.26 -1.98 -0.67
B -1.81 -1.35 0.48
O -2.62 -1.72 1.54
C -3.60 -2.52 1.04
C -4.69 -3.09 1.66
H -8.41 -5.84 1.11
H -6.99 -6.18 0.14
H -8.01 -4.78 -0.23
H -7.12 -5.94 3.14
H -5.74 -4.88 3.44
H -5.61 -6.20 2.28
H -8.56 -3.91 2.58
H -8.04 -2.79 1.31
H -7.19 -2.83 2.86
H -6.01 -4.55 -1.11
H -4.06 -3.51 -2.18
H -4.85 -2.95 2.72
F 0.83 -2.67 0.68
B 0.55 -3.77 -0.03
F 0.20 -1.50 -1.55
F -0.60 -4.33 0.13
F 1.48 -4.27 -0.76
*
```

The LUMO energy (alpha / beta) is -5.288 / -5.286 eV. Its largest force on an atom is 2.89 eV/A.